Formula: C44H42N2O2PRuTe
Source: the OMol25 dataset
Level of theory: ωB97M-V/def2-TZVPD

```
93
Properties=species:S:1:pos:R:3:forces:R:3:lowdin_spin:R:1
Ru 0.144199 0.154554 0.580376 -0.46 0.07 -0.41 1.953
O -0.633206 0.774323 3.495301 -0.34 -0.37 -0.13 0.075
C -1.285982 0.026014 2.753590 -0.27 0.48 0.26 0.011
O -1.918942 0.394547 1.681397 0.70 -0.09 0.27 0.062
C -1.450734 -1.448057 3.093739 -0.04 0.05 -0.34 0.000
C -1.705416 -1.831832 4.400438 0.01 -0.03 0.06 0.001
C -2.051795 -3.147815 4.680598 0.01 -0.01 0.03 -0.001
C -2.140962 -4.078894 3.654976 -0.02 0.01 0.00 0.001
C -1.835435 -3.708832 2.350876 -0.01 -0.03 0.01 -0.001
C -1.467408 -2.401004 2.062932 0.03 0.28 0.06 0.000
P -0.998063 -1.822537 0.387981 0.03 -0.50 -0.02 0.039
C -0.081433 -3.225393 -0.360301 0.05 -0.06 -0.04 0.011
C 0.536552 -4.186572 0.442845 0.02 -0.04 -0.09 0.001
C 1.292833 -5.206912 -0.121638 0.02 0.04 0.06 0.001
C 1.461758 -5.275463 -1.496287 0.00 0.01 -0.01 0.000
C 0.892806 -4.300134 -2.303707 -0.06 0.06 0.02 0.001
C 0.135422 -3.279392 -1.741692 0.03 -0.01 0.06 0.003
C -2.607798 -1.707431 -0.472726 0.08 0.27 -0.19 0.234
C -3.755580 -1.822868 0.261778 -0.12 -0.08 -0.12 0.013
C -5.036989 -1.707304 -0.315072 -0.01 0.01 -0.07 0.313
C -5.169489 -1.571107 -1.721373 -0.05 -0.07 0.23 0.015
C -4.072466 -1.387623 -2.486755 0.22 0.07 -0.02 0.220
C -2.702803 -1.190741 -1.896251 -0.11 0.22 0.13 0.096
H -1.644462 -1.087145 5.186505 -0.02 -0.04 -0.08 0.000
H -2.263269 -3.446612 5.701247 -0.01 0.03 -0.06 0.000
H -2.448124 -5.095563 3.867723 0.05 0.01 0.00 0.000
H -1.876577 -4.444549 1.556102 -0.05 0.01 0.04 0.000
H 0.436758 -4.140557 1.518951 0.06 0.00 -0.03 0.001
H 1.764312 -5.941530 0.523432 -0.06 0.05 -0.05 0.000
H 2.046062 -6.075928 -1.935121 -0.02 0.05 0.02 0.000
H 1.043496 -4.324105 -3.378002 -0.02 0.01 0.09 0.000
H -0.252946 -2.504689 -2.389094 0.02 -0.03 0.02 0.001
H -3.693015 -2.036059 1.317968 -0.04 0.02 0.05 -0.005
H -5.917989 -1.797332 0.311096 0.11 -0.01 -0.06 0.019
H -6.149989 -1.647050 -2.180584 0.07 0.01 0.04 -0.005
H -4.157109 -1.337653 -3.566870 0.02 0.07 0.08 0.011
H -1.992985 -1.686678 -2.553115 0.07 -0.09 -0.04 0.016
C 7.625891 -0.023136 -0.936687 -0.10 -0.01 0.00 0.001
C 6.271525 -0.126162 -0.277033 0.09 0.04 -0.04 0.007
C 5.734613 -1.353802 0.077314 -0.03 -0.09 0.01 -0.001
C 4.512392 -1.458851 0.740398 -0.03 -0.06 0.02 0.014
C 3.980218 -2.827746 1.087354 0.20 0.09 0.10 0.022
C 3.809145 -0.291125 1.064006 0.05 -0.10 -0.07 0.050
Te 2.054047 -0.412702 2.272528 0.20 -0.10 -0.04 0.560
C 4.312418 0.961263 0.679061 0.01 0.09 -0.01 0.014
C 3.558674 2.243995 0.933107 0.18 -0.12 -0.01 0.017
C 5.535034 1.016237 0.014836 -0.03 0.08 -0.01 -0.001
H 7.997595 -1.005297 -1.234808 -0.04 0.06 0.02 0.000
H 8.354608 0.416138 -0.250730 -0.02 -0.02 -0.02 0.000
H 7.589204 0.613208 -1.824095 -0.01 -0.04 0.04 0.000
H 6.280107 -2.264341 -0.162264 -0.06 0.09 0.03 0.000
H 4.548399 -3.611628 0.579727 -0.03 0.10 0.06 0.001
H 2.939079 -2.917433 0.791166 -0.16 -0.05 -0.05 0.008
H 4.030656 -3.013545 2.167447 -0.01 0.03 -0.11 0.006
H 2.640740 2.273998 0.349244 -0.01 0.00 -0.02 0.001
H 4.165795 3.108782 0.661165 0.01 -0.05 0.02 0.001
H 3.267950 2.341609 1.980986 0.00 -0.01 0.02 0.011
H 5.924119 1.989265 -0.280780 -0.04 -0.10 0.05 0.000
N 0.289177 2.249504 0.612135 -0.42 0.40 0.20 0.025
C -0.538608 3.053127 0.743362 -0.36 0.52 -0.08 0.022
N -1.460712 3.976983 0.888726 0.18 -0.22 -0.06 0.009
C -1.545493 5.132747 -0.035858 -0.02 -0.19 0.28 0.001
C -2.235869 6.290066 0.693091 0.07 -0.08 0.10 0.000
C -1.825072 6.304256 2.167860 -0.09 -0.15 -0.07 0.000
C -2.363598 5.057758 2.903588 0.10 0.03 -0.16 0.000
C -2.498752 3.870961 1.942387 0.33 0.23 -0.16 0.001
H -2.082036 4.854666 -0.943035 -0.06 -0.07 -0.06 0.001
H -0.532753 5.412589 -0.318527 0.09 -0.01 0.03 0.000
H -3.321368 6.191707 0.612976 0.01 0.02 -0.01 0.000
H -1.959958 7.223192 0.199762 -0.04 -0.02 0.00 0.000
H -2.182397 7.211464 2.652712 0.01 0.03 0.02 0.000
H -0.733986 6.320612 2.223416 0.01 0.01 0.02 0.000
H -3.342656 5.266472 3.338738 0.00 -0.01 0.01 0.000
H -1.692128 4.789356 3.719572 -0.03 0.02 0.02 0.000
H -3.470621 3.873118 1.446826 -0.01 -0.01 -0.07 0.000
H -2.383951 2.913554 2.434536 0.07 -0.18 0.07 0.000
C -2.812329 1.415390 -4.138631 0.13 -0.06 -0.01 0.022
C -3.144223 1.181096 -2.836114 0.05 -0.14 0.12 0.293
C -2.245236 0.381036 -1.933300 -0.02 -0.27 -0.32 0.108
C -0.795174 0.420153 -2.370729 -0.08 0.04 0.04 0.076
C 0.237851 0.170280 -1.471588 0.13 -0.08 0.01 0.048
C 1.547742 0.053052 -1.954745 -0.08 0.00 -0.15 0.107
C 1.829523 0.191824 -3.310968 -0.02 0.01 0.04 -0.001
C 0.810425 0.490217 -4.197398 0.07 -0.01 -0.08 0.067
C -0.506960 0.624072 -3.742279 -0.18 0.03 -0.10 0.022
C -1.553144 1.046837 -4.638751 0.01 -0.02 0.11 0.345
H -3.524744 1.900400 -4.797591 0.03 -0.01 0.02 -0.006
H -4.107218 1.492804 -2.447819 0.04 -0.05 -0.03 0.015
H -2.345981 0.733069 -0.909640 -0.01 0.07 0.19 0.013
H 2.363050 -0.146997 -1.268738 0.07 -0.03 0.06 0.013
H 2.850177 0.087253 -3.664307 -0.06 0.01 0.03 -0.002
H 1.022608 0.646308 -5.252112 -0.02 -0.03 0.11 0.002
H -1.320998 1.178310 -5.690789 0.01 0.01 0.11 0.019
```
Positions in Å, forces in eV/Å.

Relative energy (zero: lowest compared OMol25 entry of this formula, charge and spin) = 14.9 kcal/mol
Gap between HOMO and LUMO (spin up / spin down) = 7.12 / 6.37 eV
Net charge = 0
Total energy = -72545.9192 eV
2S+1 = 6
LUMO (spin up / spin down) = 0.634 / -1.157 eV
<S²> = 8.85